DFT (the ωB97M-V functional and the def2-TZVPD basis) results for a cluster of 13 separate species, C52H116O33 in total.

Last columns: bonded neighbours and bond lengths (Å).
Atoms and positions in Å:
1 C 1.74 4.73 6.18  O2 1.387, H7 1.107, H8 1.092, H9 1.101
2 O 2.67 3.98 5.48  C1 1.387, C3 1.401
3 C 2.25 2.64 5.46  O2 1.401, C4 1.461, H10 1.105, H11 1.062
4 C 3.22 1.68 4.95  C3 1.461, O5 1.417, H12 1.076, H13 1.056
5 O 3.61 1.93 3.61  C4 1.417, C6 1.437
6 C 2.51 1.86 2.68  O5 1.437, H14 1.108, H15 1.102, H16 1.092
7 H 0.72 4.41 5.89  C1 1.107
8 H 1.98 5.77 5.98  C1 1.092
9 H 1.76 4.58 7.27  C1 1.101
10 H 1.33 2.64 4.85  C3 1.105
11 H 1.97 2.31 6.42  C3 1.062
12 H 2.79 0.70 5.07  C4 1.076
13 H 4.10 1.74 5.53  C4 1.056
14 H 1.95 2.82 2.63  C6 1.108
15 H 1.84 1.05 3.02  C6 1.102
16 H 2.90 1.74 1.67  C6 1.092
17 C -1.75 -6.72 -4.14  O18 1.421, H23 1.118, H24 1.063, H25 1.091
18 O -1.31 -6.00 -3.00  C17 1.421, C19 1.416
19 C -1.92 -4.73 -2.81  O18 1.416, C20 1.528, H26 1.110, H27 1.073
20 C -2.12 -4.54 -1.31  C19 1.528, O21 1.384, H28 1.134, H29 1.075
21 O -0.91 -4.17 -0.76  C20 1.384, C22 1.410
22 C -1.07 -3.59 0.52  O21 1.410, H30 1.095, H31 1.149, H32 1.087
23 H -2.84 -6.93 -4.09  C17 1.118
24 H -1.19 -7.63 -4.23  C17 1.063
25 H -1.69 -6.23 -5.12  C17 1.091
26 H -2.92 -4.72 -3.29  C19 1.110
27 H -1.38 -3.87 -3.15  C19 1.073
28 H -2.53 -5.53 -0.96  C20 1.134
29 H -2.95 -3.87 -1.16  C20 1.075
30 H -2.02 -3.05 0.56  C22 1.095
31 H -0.26 -2.80 0.72  C22 1.149
32 H -1.11 -4.39 1.26  C22 1.087
33 C 3.09 0.76 -5.76  O34 1.406, H39 1.087, H40 1.087, H41 1.087
34 O 3.24 0.53 -4.39  C33 1.406, C35 1.420
35 C 3.65 1.67 -3.65  O34 1.420, C36 1.529, H42 1.073, H43 1.088
36 C 3.73 1.44 -2.14  C35 1.529, O37 1.433, H44 1.089, H45 1.117
37 O 4.66 0.40 -1.81  C36 1.433, C38 1.430
38 C 4.67 0.17 -0.40  O37 1.430, H46 1.139, H47 1.086, H48 1.134
39 H 2.36 1.54 -5.97  C33 1.087
40 H 2.62 -0.15 -6.12  C33 1.087
41 H 4.01 0.95 -6.31  C33 1.087
42 H 3.03 2.53 -3.82  C35 1.073
43 H 4.62 1.99 -4.02  C35 1.088
44 H 2.83 1.16 -1.59  C36 1.089
45 H 4.04 2.44 -1.74  C36 1.117
46 H 4.49 1.20 0.07  C38 1.139
47 H 5.50 -0.34 0.07  C38 1.086
48 H 3.76 -0.44 -0.11  C38 1.134
49 C -3.07 0.11 6.35  O50 1.410, H55 1.092, H56 1.095, H57 1.065
50 O -2.87 1.28 7.11  C49 1.410, C51 1.414
51 C -2.02 2.28 6.58  O50 1.414, C52 1.559, H58 1.065, H59 1.098
52 C -2.71 3.00 5.39  C51 1.559, O53 1.399, H60 1.119, H61 1.102
53 O -2.78 2.33 4.17  C52 1.399, C54 1.435
54 C -1.53 2.12 3.49  O53 1.435, H62 1.061, H63 1.102, H64 1.071
55 H -3.64 0.25 5.43  C49 1.092
56 H -3.60 -0.57 7.02  C49 1.095
57 H -2.22 -0.47 6.08  C49 1.065
58 H -1.09 1.85 6.27  C51 1.065
59 H -1.81 2.96 7.41  C51 1.098
60 H -2.23 4.01 5.26  C52 1.119
61 H -3.79 3.03 5.62  C52 1.102
62 H -0.70 1.96 4.13  C54 1.061
63 H -1.32 3.01 2.88  C54 1.102
64 H -1.52 1.27 2.84  C54 1.071
65 C 4.34 5.93 1.77  O66 1.482, H71 1.111, H72 1.104, H73 1.043
66 O 3.89 6.17 0.38  C65 1.482, C67 1.465
67 C 4.26 5.12 -0.57  O66 1.465, C68 1.485, H74 1.109, H75 1.086
68 C 3.82 5.57 -1.91  C67 1.485, O69 1.440, H76 1.029, H77 1.149
69 O 4.58 4.87 -2.91  C68 1.440, C70 1.448
70 C 4.45 5.45 -4.23  O69 1.448, H78 1.183, H79 1.075, H80 1.099
71 H 3.53 6.37 2.40  C65 1.111
72 H 5.22 6.60 1.83  C65 1.104
73 H 4.39 4.90 1.88  C65 1.043
74 H 3.75 4.18 -0.27  C67 1.109
75 H 5.32 4.87 -0.53  C67 1.086
76 H 3.99 6.58 -1.89  C68 1.029
77 H 2.68 5.47 -2.08  C68 1.149
78 H 3.31 5.40 -4.54  C70 1.183
79 H 4.98 4.81 -4.92  C70 1.075
80 H 4.85 6.47 -4.19  C70 1.099
81 C -2.82 0.40 -1.86  O82 1.421, H87 1.074, H88 1.118, H89 1.066
82 O -4.16 0.88 -1.91  C81 1.421, C83 1.382
83 C -4.33 1.75 -2.97  O82 1.382, C84 1.517, H90 1.066, H91 1.110
84 C -5.79 2.12 -3.10  C83 1.517, O85 1.465, H92 1.051, H93 1.136
85 O -6.21 3.06 -2.05  C84 1.465, C86 1.362
86 C -7.53 2.94 -1.76  O85 1.362, H94 1.068, H95 1.135, H96 1.099
87 H -2.23 1.24 -1.56  C81 1.074
88 H -2.44 -0.03 -2.81  C81 1.118
89 H -2.83 -0.24 -1.01  C81 1.066
90 H -4.07 1.38 -3.94  C83 1.066
91 H -3.76 2.67 -2.75  C83 1.110
92 H -6.46 1.31 -3.18  C84 1.051
93 H -5.98 2.63 -4.10  C84 1.136
94 H -7.89 3.74 -1.15  C86 1.068
95 H -7.82 1.95 -1.28  C86 1.135
96 H -8.20 3.02 -2.62  C86 1.099
97 C -0.68 -2.77 -7.54  C98 1.522, H104 1.070, H105 1.036, H106 1.080
98 C -1.58 -2.60 -6.31  C97 1.522, O99 1.442, H107 1.137, H108 1.090
99 O -1.04 -1.70 -5.33  C98 1.442, C100 1.325
100 C -1.31 -0.41 -5.49  O99 1.325, O101 1.199, O102 1.351
101 O -1.99 0.04 -6.37  C100 1.199
102 O -0.76 0.31 -4.49  C100 1.351, C103 1.441
103 C -0.68 1.74 -4.68  O102 1.441, H109 1.093, H110 1.100, H111 1.132
104 H -0.67 -1.85 -8.08  C97 1.070
105 H -1.26 -3.39 -8.13  C97 1.036
106 H 0.29 -3.14 -7.27  C97 1.080
107 H -1.75 -3.55 -5.71  C98 1.137
108 H -2.61 -2.31 -6.50  C98 1.090
109 H -1.44 2.17 -4.01  C103 1.093
110 H -0.92 1.98 -5.72  C103 1.100
111 H 0.36 2.09 -4.43  C103 1.132
112 C -4.56 4.58 1.78  C113 1.514, H119 1.106, H120 1.111, H121 1.057
113 C -4.54 3.62 0.61  C112 1.514, O114 1.441, H122 1.119, H123 1.097
114 O -3.92 4.20 -0.55  C113 1.441, C115 1.335
115 C -4.72 4.99 -1.28  O114 1.335, O116 1.219, O117 1.379
116 O -5.70 5.65 -0.95  C115 1.219
117 O -4.16 5.00 -2.54  C115 1.379, C118 1.467
118 C -4.98 5.70 -3.53  O117 1.467, H124 1.078, H125 1.071, H126 1.079
119 H -5.18 5.48 1.65  C112 1.106
120 H -3.53 4.90 2.05  C112 1.111
121 H -4.87 4.11 2.68  C112 1.057
122 H -5.62 3.40 0.39  C113 1.119
123 H -4.01 2.67 0.76  C113 1.097
124 H -5.82 5.07 -3.80  C118 1.078
125 H -4.36 5.77 -4.40  C118 1.071
126 H -5.32 6.64 -3.13  C118 1.079
127 C -2.67 -2.94 4.37  C128 1.499, H134 1.066, H135 1.077, H136 1.110
128 C -2.45 -1.93 3.28  C127 1.499, O129 1.492, H137 1.091, H138 1.085
129 O -3.66 -2.10 2.42  C128 1.492, C130 1.319
130 C -4.00 -1.15 1.57  O129 1.319, O131 1.240, O132 1.336
131 O -3.42 -0.11 1.23  C130 1.240
132 O -5.17 -1.58 1.08  C130 1.336, C133 1.432
133 C -5.74 -0.67 0.14  O132 1.432, H139 1.051, H140 1.127, H141 1.095
134 H -3.71 -2.87 4.58  C127 1.066
135 H -2.13 -2.69 5.26  C127 1.077
136 H -2.37 -3.95 4.03  C127 1.110
137 H -1.50 -2.02 2.76  C128 1.091
138 H -2.48 -0.88 3.57  C128 1.085
139 H -5.25 -0.75 -0.79  C133 1.051
140 H -5.60 0.44 0.29  C133 1.127
141 H -6.79 -0.99 0.06  C133 1.095
142 C 3.20 -1.99 3.07  C143 1.573, H149 1.099, H150 1.078, H151 1.100
143 C 1.63 -1.98 3.07  C142 1.573, O144 1.473, H152 1.096, H153 1.134
144 O 1.03 -0.97 3.95  C143 1.473, C145 1.334
145 C 0.87 -1.13 5.27  O144 1.334, O146 1.193, O147 1.378
146 O 0.44 -0.22 5.90  C145 1.193
147 O 1.07 -2.44 5.65  C145 1.378, C148 1.527
148 C 0.79 -2.67 7.13  O147 1.527, H154 1.085, H155 1.113, H156 1.062
149 H 3.54 -0.97 2.82  C142 1.099
150 H 3.59 -2.75 2.41  C142 1.078
151 H 3.65 -2.17 4.05  C142 1.100
152 H 1.29 -2.99 3.35  C143 1.096
153 H 1.25 -1.85 2.00  C143 1.134
154 H 1.02 -3.72 7.24  C148 1.085
155 H -0.28 -2.47 7.35  C148 1.113
156 H 1.48 -2.03 7.62  C148 1.062
157 C 2.05 -6.18 -3.83  C158 1.509, H164 1.086, H165 1.088, H166 1.071
158 C 2.15 -4.68 -3.74  C157 1.509, O159 1.483, H167 1.078, H168 1.119
159 O 3.49 -4.30 -4.24  C158 1.483, C160 1.335
160 C 4.33 -3.62 -3.46  O159 1.335, O161 1.224, O162 1.341
161 O 4.20 -3.55 -2.25  C160 1.224
162 O 5.38 -3.23 -4.22  C160 1.341, C163 1.479
163 C 6.29 -2.23 -3.62  O162 1.479, H169 1.115, H170 1.155, H171 1.071
164 H 2.53 -6.59 -2.94  C157 1.086
165 H 2.69 -6.42 -4.68  C157 1.088
166 H 1.01 -6.41 -3.87  C157 1.071
167 H 2.01 -4.30 -2.74  C158 1.078
168 H 1.44 -4.18 -4.45  C158 1.119
169 H 5.72 -1.33 -3.29  C163 1.115
170 H 7.02 -2.01 -4.49  C163 1.155
171 H 6.97 -2.54 -2.85  C163 1.071
172 C 3.54 -7.08 0.56  C173 1.546, H179 1.065, H180 1.117, H181 1.096
173 C 2.80 -5.72 0.56  C172 1.546, O174 1.445, H182 1.081, H183 1.064
174 O 1.49 -5.74 1.19  C173 1.445, C175 1.369
175 C 1.35 -5.50 2.53  O174 1.369, O176 1.217, O177 1.360
176 O 0.25 -5.37 3.03  C175 1.217
177 O 2.58 -5.49 3.12  C175 1.360, C178 1.445
178 C 2.54 -5.45 4.56  O177 1.445, H184 1.137, H185 1.101, H186 1.126
179 H 3.92 -7.26 1.54  C172 1.065
180 H 4.35 -6.94 -0.19  C172 1.117
181 H 2.90 -7.86 0.13  C172 1.096
182 H 2.55 -5.43 -0.45  C173 1.081
183 H 3.44 -5.00 1.00  C173 1.064
184 H 2.30 -4.36 4.78  C178 1.137
185 H 3.47 -5.78 5.05  C178 1.101
186 H 1.72 -6.18 4.82  C178 1.126
187 C 0.15 3.90 0.47  C188 1.536, H194 1.097, H195 1.083, H196 1.074
188 C -0.15 2.39 0.43  C187 1.536, O189 1.397, H197 1.147, H198 1.069
189 O 0.43 1.82 -0.71  C188 1.397, C190 1.371
190 C 0.64 0.47 -0.75  O189 1.371, O191 1.245, O192 1.350
191 O 0.48 -0.38 0.15  C190 1.245
192 O 0.97 0.14 -2.01  C190 1.350, C193 1.424
193 C 0.90 -1.26 -2.28  O192 1.424, H199 1.086, H200 1.066, H201 1.098
194 H -0.40 4.35 -0.37  C187 1.097
195 H 1.22 4.04 0.52  C187 1.083
196 H -0.24 4.29 1.39  C187 1.074
197 H -1.28 2.20 0.49  C188 1.147
198 H 0.25 1.97 1.32  C188 1.069
199 H 1.42 -1.71 -1.45  C193 1.086
200 H 1.28 -1.42 -3.26  C193 1.066
201 H -0.14 -1.59 -2.14  C193 1.098

Output
HOMO: -9.016 eV
Molecular weight: 1269.47 g mol⁻¹
Energy: -4533.489519 a.u.
Net charge: 0
E_LUMO: 0.01813 hartree
Frontier orbital gap: 9.51 eV